ORCA calculation (ωB97M-V/def2-TZVPD) on C9H25FKO7 as an isolated structure at a distorted geometry.

E_LUMO ... 0.0969 Eh
Gap between HOMO and LUMO ... 8.173 eV
Charge ... -1
DFT total energy ... -1584.50599 Ha

Atoms and positions in Å:
1 K -20.11534 -6.25847 -26.51446
2 F -18.03546 -8.33145 -26.21099
3 O -23.17395 -2.75993 -28.02270
4 C -23.36047 -3.98042 -27.62851
5 O -22.39670 -4.74030 -27.46245
6 O -24.53877 -4.38154 -27.62952
7 H -24.09000 -2.62606 -28.27673
8 C -19.25708 -4.42439 -29.74032
9 C -19.64695 -3.13270 -29.07177
10 O -19.85117 -3.44505 -27.71797
11 H -20.11708 -5.08668 -29.64098
12 H -18.37175 -4.78983 -29.22000
13 H -19.09286 -4.33083 -30.81381
14 H -20.53930 -2.61610 -29.42523
15 H -18.85367 -2.39232 -29.17491
16 H -20.74633 -3.71702 -27.50275
17 C -17.74707 -8.08355 -30.65097
18 C -18.82711 -8.65922 -29.80864
19 O -19.01730 -7.77671 -28.65903
20 H -17.85608 -8.64411 -31.57940
21 H -16.73659 -8.17973 -30.25375
22 H -17.78608 -7.00290 -30.78802
23 H -18.37697 -9.58486 -29.44993
24 H -19.73023 -8.88740 -30.37469
25 H -18.52474 -8.04416 -27.87963
26 C -22.98779 -5.73692 -24.15630
27 C -22.79744 -4.33401 -23.76566
28 O -21.72878 -4.31358 -22.79070
29 H -22.26095 -6.15997 -24.84972
30 H -23.94504 -5.91169 -24.64746
31 H -22.86685 -6.42308 -23.31805
32 H -23.70356 -3.91215 -23.33083
33 H -22.63336 -3.66647 -24.61157
34 H -20.95699 -4.78536 -23.11222
35 C -21.36833 -10.59443 -24.26318
36 C -20.14484 -9.82663 -23.72032
37 O -20.03410 -8.55961 -24.46714
38 H -21.48038 -11.53644 -23.72638
39 H -21.27652 -10.85654 -25.31720
40 H -22.29679 -10.04850 -24.09579
41 H -19.28754 -10.49533 -23.79759
42 H -20.27582 -9.72144 -22.64334
43 H -19.25861 -8.59273 -25.03205